This record from the OMol25 dataset describes C51H39F9NO4OsPTe as an isolated structure. The level of theory is ωB97M-V/def2-TZVPD.

```
107
Properties=species:S:1:pos:R:3
Os -1.028 0.211 -0.868
C 1.608 4.722 -5.605
C 1.197 3.894 -4.419
C 1.701 4.152 -3.147
C 1.328 3.399 -2.045
C 1.874 3.821 -0.706
O 3.070 3.791 -0.520
C 0.932 4.387 0.303
C -0.446 4.425 0.099
C -1.273 5.022 1.040
C -0.724 5.608 2.172
C 0.653 5.592 2.371
C 1.477 4.979 1.443
C 0.483 2.313 -2.216
O 0.258 1.553 -1.125
C -0.065 2.020 -3.477
C 0.309 2.848 -4.556
C -1.005 0.935 -3.732
N -1.551 0.181 -2.814
C -2.360 -1.011 -3.203
C -1.928 -2.296 -2.485
Te -0.123 -1.992 -1.340
C 1.148 -0.839 2.543
C 0.088 -0.323 3.422
C -0.179 0.989 3.456
C 0.635 1.961 2.753
C 1.743 1.593 2.092
C 2.048 0.179 1.887
C -1.370 0.703 -5.159
C -0.474 0.029 -5.984
C -0.801 -0.183 -7.315
C -2.004 0.292 -7.820
C -2.891 0.971 -6.994
C -2.579 1.175 -5.658
H 1.992 5.692 -5.294
H 0.768 4.888 -6.278
H 2.393 4.219 -6.171
H 2.391 4.975 -2.995
H -0.877 4.011 -0.804
H -2.343 5.055 0.877
H -1.368 6.097 2.893
H 1.080 6.068 3.244
H 2.553 4.975 1.569
H -0.114 2.659 -5.532
H -2.262 -1.144 -4.272
H -3.403 -0.787 -2.984
H -1.843 -3.141 -3.163
H -2.644 -2.539 -1.698
H -0.426 -1.002 4.089
H -0.972 1.354 4.097
H 0.400 3.010 2.874
H 2.452 2.323 1.723
H 3.067 -0.102 1.638
H 0.469 -0.326 -5.587
H -0.111 -0.710 -7.961
H -2.252 0.133 -8.862
H -3.826 1.344 -7.391
H -3.267 1.704 -5.009
O 1.085 -0.586 1.133
P 1.690 -2.552 2.863
C 3.309 -2.847 2.176
C 3.558 -2.544 0.833
C 4.797 -2.830 0.288
C 5.778 -3.433 1.069
C 5.526 -3.749 2.395
C 4.291 -3.455 2.956
C 1.682 -2.760 4.631
C 0.898 -3.743 5.230
C 0.893 -3.861 6.613
C 1.659 -3.000 7.385
C 2.438 -2.015 6.786
C 2.452 -1.890 5.409
C 0.514 -3.626 2.040
C 0.978 -4.796 1.440
C 0.088 -5.639 0.791
C -1.261 -5.318 0.741
C -1.728 -4.152 1.336
C -0.844 -3.303 1.982
H 2.786 -2.090 0.223
H 4.998 -2.588 -0.747
H 6.744 -3.659 0.637
H 6.288 -4.226 2.996
H 4.100 -3.701 3.992
H 0.300 -4.415 4.626
H 0.291 -4.627 7.085
H 1.652 -3.095 8.463
H 3.031 -1.346 7.395
H 3.060 -1.121 4.943
H 2.031 -5.050 1.476
H 0.449 -6.550 0.333
H -1.953 -5.983 0.240
H -2.778 -3.904 1.299
H -1.222 -2.389 2.417
F -4.771 2.568 0.168
C -4.227 1.621 -0.587
F -5.014 1.401 -1.635
F -3.046 2.108 -1.058
C -3.918 0.304 0.214
O -2.828 -0.315 -0.324
C -3.605 0.681 1.690
F -2.618 1.610 1.656
F -3.125 -0.378 2.369
F -4.634 1.177 2.361
C -5.093 -0.710 0.098
F -5.213 -1.136 -1.165
F -4.855 -1.787 0.860
F -6.241 -0.160 0.480
```

Calculated values
Charge   +2
Molar mass   1249.66 g mol⁻¹
Highest occupied orbital energy (alpha / beta)   -13.18 / -13.18 eV
Gap between HOMO and LUMO (alpha / beta)   0.2405 / 0.2404 Eh

***

This record from the OMol25 dataset describes C51H40Cl3CoN3OP2 as an isolated structure. The level of theory is ωB97M-V/def2-TZVPD.

```
101
Properties=species:S:1:pos:R:3
Co 0.432 0.738 0.772
C -4.057 0.997 0.525
C -2.720 0.702 0.210
N -1.727 0.884 1.051
C -2.011 1.371 2.298
C -3.300 1.810 2.655
C -4.338 1.582 1.725
C -3.503 2.446 3.904
C -2.431 2.624 4.730
C -1.154 2.117 4.414
C -0.927 1.417 3.240
N 0.212 0.790 2.822
C 1.204 0.356 3.653
C 1.185 0.236 5.034
C 2.298 -0.257 5.743
C 3.445 -0.650 5.113
C 3.482 -0.626 3.698
C 4.571 -1.117 2.944
C 4.501 -1.142 1.581
C 3.332 -0.678 0.954
N 2.307 -0.204 1.622
C 2.368 -0.150 2.979
H -4.828 0.783 -0.204
H -2.468 0.336 -0.773
H -5.350 1.877 1.980
H -4.493 2.790 4.175
H -2.561 3.152 5.667
H -0.335 2.292 5.095
H 0.288 0.485 5.580
H 2.236 -0.321 6.824
H 4.305 -1.004 5.667
H 5.448 -1.482 3.466
H 5.315 -1.520 0.977
H 3.242 -0.687 -0.125
Cl 5.410 5.791 -0.618
C 4.365 4.397 -0.602
C 3.217 4.409 0.168
C 2.404 3.296 0.153
Cl 0.961 3.275 1.129
C 2.653 2.136 -0.608
O 1.844 1.121 -0.641
C 3.847 2.187 -1.352
Cl 4.271 0.809 -2.330
C 4.687 3.286 -1.359
H 2.955 5.276 0.761
H 5.587 3.270 -1.958
C 0.491 -1.897 -2.877
C 0.589 -2.224 -1.377
P -1.082 -2.350 -0.604
C -0.671 -2.438 1.181
C -1.710 -2.185 2.078
C -1.498 -2.247 3.448
C -0.239 -2.570 3.941
C 0.800 -2.830 3.061
C 0.587 -2.756 1.689
C -1.528 -4.094 -1.001
C -2.622 -4.310 -1.836
C -3.013 -5.599 -2.183
C -2.313 -6.688 -1.689
C -1.223 -6.486 -0.849
C -0.834 -5.200 -0.509
C 0.766 -0.435 -3.171
P -0.358 0.708 -2.264
C -1.842 0.569 -3.381
C -2.711 -0.508 -3.194
C -3.784 -0.728 -4.049
C -4.017 0.137 -5.107
C -3.174 1.224 -5.296
C -2.099 1.439 -4.443
C 0.259 2.354 -2.748
C -0.327 3.455 -2.128
C 0.123 4.740 -2.394
C 1.172 4.938 -3.283
C 1.759 3.846 -3.909
C 1.305 2.561 -3.643
H -0.484 -2.182 -3.287
H 1.222 -2.496 -3.422
H 1.124 -1.427 -0.851
H 1.142 -3.151 -1.229
H -2.693 -1.928 1.695
H -2.311 -2.034 4.131
H -0.065 -2.606 5.009
H 1.783 -3.079 3.441
H 1.413 -2.953 1.017
H -3.172 -3.457 -2.220
H -3.867 -5.749 -2.833
H -2.615 -7.694 -1.953
H -0.680 -7.335 -0.452
H 0.013 -5.057 0.154
H 0.652 -0.245 -4.240
H 1.790 -0.188 -2.883
H -2.548 -1.191 -2.363
H -4.438 -1.576 -3.884
H -4.852 -0.029 -5.776
H -3.351 1.910 -6.114
H -1.462 2.297 -4.612
H -1.141 3.304 -1.425
H -0.333 5.586 -1.894
H 1.538 5.938 -3.480
H 2.577 3.994 -4.604
H 1.784 1.719 -4.126
```

Calculated values
Molar mass   938.14 g mol⁻¹
2S+1   4
Highest occupied orbital energy (alpha / beta)   -6.76 / -6.75 eV
Relative energy (zero: lowest compared OMol25 entry of this formula, charge and spin)   0.000 eV
Gap between HOMO and LUMO (alpha / beta)   0.2470 / 0.2441 Eh

***

This record from the OMol25 dataset describes C51H40N8O3PRuSe as an isolated structure. The level of theory is ωB97M-V/def2-TZVPD.

```
105
Properties=species:S:1:pos:R:3
Ru -0.737 -0.752 -1.790
C -0.550 6.475 10.783
O -1.301 6.590 9.541
C -1.155 5.727 8.581
C -0.298 4.593 8.641
C -0.228 3.765 7.566
C -1.003 4.011 6.393
C -1.857 5.150 6.351
C -1.936 5.988 7.411
C -0.895 3.104 5.311
N -0.045 2.068 5.271
C -0.263 1.472 4.089
C -1.261 2.126 3.373
N -1.655 3.160 4.158
C -1.736 1.672 2.098
C -2.782 2.297 1.408
C -3.223 1.751 0.231
C -2.555 0.624 -0.238
N -1.504 0.062 0.349
C -1.118 0.533 1.552
C -0.081 -0.195 2.311
N 0.371 -1.344 1.793
C 1.265 -2.028 2.483
C 1.780 -1.621 3.719
C 1.309 -0.452 4.265
C 0.347 0.275 3.559
H -0.811 7.360 11.350
H 0.515 6.463 10.565
H -0.864 5.578 11.310
H 0.281 4.388 9.527
H 0.413 2.895 7.583
H -2.445 5.370 5.471
H -2.570 6.864 7.409
H -2.359 3.846 3.947
H -3.256 3.186 1.805
H -4.045 2.175 -0.326
H -2.931 0.135 -1.136
H 1.595 -2.965 2.046
H 2.511 -2.230 4.231
H 1.646 -0.091 5.227
C -4.575 -4.606 -2.346
C -3.336 -5.171 -2.075
C -2.172 -4.514 -2.445
C -2.241 -3.282 -3.099
C -3.494 -2.724 -3.373
C -4.654 -3.382 -2.998
P -0.774 -2.303 -3.498
C 0.610 -3.380 -3.859
C 1.891 -2.826 -3.834
C 2.991 -3.592 -4.182
C 2.811 -4.915 -4.569
C 1.536 -5.465 -4.623
C 0.432 -4.702 -4.271
C -1.089 -1.382 -5.014
C -0.867 -1.912 -6.285
C -1.024 -1.113 -7.404
C -1.379 0.225 -7.261
C -1.601 0.759 -6.002
C -1.459 -0.055 -4.889
H -5.480 -5.128 -2.067
H -3.276 -6.135 -1.587
H -1.215 -4.981 -2.251
H -3.564 -1.794 -3.926
H -5.619 -2.954 -3.233
H 2.037 -1.789 -3.557
H 3.981 -3.155 -4.146
H 3.668 -5.517 -4.842
H 1.399 -6.489 -4.943
H -0.558 -5.138 -4.326
H -0.556 -2.943 -6.395
H -0.856 -1.526 -8.389
H -1.482 0.856 -8.133
H -1.882 1.799 -5.891
O 5.909 1.229 0.511
C 6.265 -0.065 0.065
N 5.052 -0.848 0.156
C 4.477 -1.448 -0.904
O 4.946 -1.522 -2.021
C 3.126 -2.072 -0.656
C 2.981 -3.424 -0.376
C 1.705 -3.961 -0.323
C 0.626 -3.156 -0.623
N 0.770 -1.861 -0.940
C 1.996 -1.322 -0.904
H 6.705 1.772 0.565
H 7.038 -0.505 0.697
H 6.587 -0.080 -0.976
H 4.537 -0.782 1.021
H 3.852 -4.046 -0.215
H 1.544 -5.004 -0.088
H -0.385 -3.538 -0.615
H 2.068 -0.266 -1.140
Se -3.445 1.293 -3.442
N -1.709 0.488 -3.543
C -0.823 1.544 -3.147
C 0.559 1.402 -3.143
C 1.333 2.451 -2.650
C 0.730 3.623 -2.184
C -0.642 3.773 -2.209
C -1.447 2.725 -2.692
N -2.805 2.784 -2.745
H 1.029 0.539 -3.605
H 2.412 2.368 -2.663
H 1.351 4.435 -1.830
H -1.119 4.687 -1.883
```

Calculated values
Charge   +3
Molar mass   1023.94 g mol⁻¹
2S+1   5
Highest occupied orbital energy (alpha / beta)   -14.22 / -15.37 eV
Relative energy (zero: lowest compared OMol25 entry of this formula, charge and spin)   0.000 eV
Gap between HOMO and LUMO (alpha / beta)   0.2551 / 0.2031 Eh

***

This record from the OMol25 dataset describes C51H42BrF9HfN7OPS2SeSi as an isolated structure. The level of theory is ωB97M-V/def2-TZVPD.

```
117
Properties=species:S:1:pos:R:3
Hf -0.168 -0.583 0.514
F 7.391 -1.894 2.581
C 6.399 -1.550 1.783
C 6.650 -0.965 0.542
F 7.895 -0.757 0.146
C 5.591 -0.602 -0.293
F 5.902 -0.127 -1.493
C 4.257 -0.765 0.086
P 2.785 -0.111 -0.860
C 3.569 1.432 -1.481
C 4.218 1.557 -2.707
C 4.848 2.744 -3.035
C 4.831 3.818 -2.161
C 4.191 3.695 -0.938
C 3.570 2.508 -0.596
C 2.859 -1.184 -2.343
C 2.353 -0.674 -3.539
C 2.370 -1.440 -4.689
C 2.867 -2.732 -4.648
C 3.337 -3.258 -3.454
C 3.333 -2.491 -2.301
C 4.042 -1.372 1.322
Br 2.261 -1.752 1.906
C 5.076 -1.773 2.158
F 4.785 -2.356 3.313
H 4.281 0.729 -3.396
H 5.372 2.818 -3.974
H 5.330 4.738 -2.422
H 4.195 4.525 -0.249
H 3.086 2.398 0.364
H 1.981 0.344 -3.567
H 2.011 -1.023 -5.616
H 2.904 -3.324 -5.547
H 3.721 -4.265 -3.423
H 3.711 -2.904 -1.374
S 0.547 2.241 0.693
C -0.768 3.103 1.289
N -0.638 4.342 1.749
C -1.809 5.055 2.219
C -2.794 4.079 2.840
N -3.124 3.081 1.843
C -4.517 2.711 1.661
C -5.033 1.817 2.769
C -5.397 2.350 4.000
C -5.838 1.522 5.018
C -5.919 0.154 4.816
C -5.577 -0.380 3.585
C -5.135 0.447 2.566
C -2.130 2.545 1.155
S -2.365 1.406 -0.056
C 0.596 5.102 1.646
C 1.492 4.958 2.857
C 2.729 4.345 2.719
C 3.576 4.210 3.804
C 3.195 4.695 5.043
C 1.970 5.323 5.186
C 1.125 5.461 4.099
H -2.273 5.576 1.371
H -1.503 5.798 2.957
H -3.699 4.603 3.147
H -2.352 3.602 3.722
H -4.609 2.207 0.699
H -5.095 3.637 1.636
H -5.366 3.417 4.169
H -6.131 1.948 5.966
H -6.265 -0.492 5.607
H -5.660 -1.443 3.414
H -4.877 0.023 1.604
H 0.321 6.153 1.517
H 1.133 4.750 0.762
H 3.029 3.977 1.753
H 4.539 3.741 3.681
H 3.857 4.598 5.888
H 1.678 5.715 6.149
H 0.195 5.996 4.224
N -0.899 0.621 -3.659
C -0.518 1.059 -2.458
N -0.193 0.018 -1.700
C -0.391 -1.059 -2.526
N -0.825 -0.702 -3.712
C -0.065 -2.402 -2.102
C -0.059 -3.463 -3.013
N 0.276 -4.680 -2.642
C 0.641 -4.858 -1.387
C 0.663 -3.805 -0.471
N 0.297 -2.565 -0.810
H -1.242 1.144 -4.458
H -0.472 2.088 -2.158
H -0.332 -3.301 -4.048
H 0.904 -5.865 -1.095
H 0.971 -3.981 0.550
F -1.750 -5.743 3.441
C -1.816 -4.629 2.717
C -2.362 -4.608 1.299
F -1.693 -5.048 0.219
C -3.786 -4.351 1.332
F -4.786 -4.887 1.969
C -2.979 -3.178 1.495
Se -2.689 -1.546 0.518
C -2.588 -3.279 3.015
F -3.458 -2.983 3.964
C -1.154 -3.366 3.071
F -0.445 -2.665 2.062
C 0.724 -1.052 4.875
Si -0.277 0.239 3.894
C -2.135 0.175 4.298
C 0.401 1.968 4.334
O -0.172 0.013 2.277
H 0.467 -0.981 5.927
H 1.799 -0.907 4.801
H 0.500 -2.072 4.564
H -2.340 0.593 5.275
H -2.504 -0.842 4.322
H -2.733 0.717 3.569
H 0.570 2.021 5.402
H -0.292 2.765 4.086
H 1.348 2.198 3.856
```

Calculated values
Charge   +2
Molar mass   1400.48 g mol⁻¹
Highest occupied orbital energy   -13.09 eV
Gap between HOMO and LUMO   0.2359 Eh